# C28H37NO9

One molecule with the formula C28H37NO9 (the ωB97M-V functional and the def2-TZVPD basis, OMol25).

Results
**E**: -49554.0087 eV
**Orbital gap**: 8.83 eV
**HOMO energy**: -8.14 eV
**SMILES**: COC(=O)C[C@@](O)(CCC(C)(C)O)C(=O)O[C@@H]1C(OC)=C[C@]23CCCN2CCc2cc4c(cc2[C@@H]13)OCO4

Structure (ORCA input):
```
! wB97M-V def2-TZVPD RIJCOSX def2/J DEFGRID3
* xyz 0 1
C 0.92494 6.03883 -3.38373
O 0.96755 4.67108 -2.99924
C 2.15814 4.21211 -2.59956
O 3.16107 4.87115 -2.61055
C 2.08223 2.76478 -2.16128
C 1.33871 2.63550 -0.80211
O 1.77211 3.62350 0.09346
C -0.18645 2.70348 -0.97673
C -0.91164 2.55227 0.36204
C -2.39519 2.16797 0.19354
C -3.04005 2.04914 1.58010
C -3.15131 3.19549 -0.64804
O -2.49960 0.93013 -0.49484
C 1.71290 1.26311 -0.23615
O 2.37182 1.14363 0.76930
O 1.23304 0.27599 -0.96689
C 1.43447 -1.06563 -0.52300
C 2.05565 -1.92773 -1.60219
O 3.08342 -1.38986 -2.29195
C 3.65835 -2.20915 -3.28502
C 1.46995 -3.11955 -1.66155
C 0.38928 -3.24483 -0.61018
C 0.94699 -3.98197 0.63973
C -0.17841 -4.91424 1.07190
C -0.82902 -5.24429 -0.27104
N -0.75463 -4.02676 -1.06487
C -1.99787 -3.32784 -1.26392
C -2.72696 -2.78920 -0.01277
C -1.96807 -2.05550 1.07366
C -2.69148 -1.88605 2.26373
C -2.10498 -1.21548 3.30356
C -0.81314 -0.70481 3.19021
C -0.08494 -0.85870 2.03882
C -0.67281 -1.54325 0.96629
C 0.07973 -1.75371 -0.31606
O -0.46764 -0.07615 4.35637
C -1.58551 -0.20366 5.20771
O -2.60378 -0.92363 4.54492
H -0.08458 6.22340 -3.74212
H 1.65557 6.23396 -4.17117
H 1.15200 6.67673 -2.52755
H 3.10675 2.40491 -2.05203
H 1.55869 2.17234 -2.90960
H 2.35633 3.19965 0.74274
H -0.49603 1.89905 -1.64494
H -0.43596 3.65989 -1.43155
H -0.42886 1.76523 0.95046
H -0.83433 3.47924 0.92968
H -4.05906 1.68109 1.48378
H -3.06076 3.01693 2.07296
H -2.47935 1.35249 2.20097
H -4.21091 2.95409 -0.65180
H -2.79333 3.16946 -1.67215
H -3.01301 4.19255 -0.24123
H -2.08631 0.24743 0.04784
H 2.08016 -1.05001 0.36176
H 2.91767 -2.48505 -4.04111
H 4.07872 -3.11899 -2.84635
H 4.45113 -1.62042 -3.74196
H 1.71400 -3.94388 -2.30332
H 1.82377 -4.56333 0.35189
H 1.23763 -3.28195 1.41926
H 0.18454 -5.79957 1.58982
H -0.88160 -4.38938 1.71922
H -1.85678 -5.59259 -0.17921
H -0.24613 -6.02139 -0.78039
H -1.82789 -2.52583 -1.98396
H -2.67925 -4.03406 -1.74990
H -3.22383 -3.63354 0.47307
H -3.51976 -2.12229 -0.36749
H -3.69214 -2.27445 2.35881
H 0.90661 -0.44409 1.98245
H -0.53040 -1.36613 -1.13656
H -1.29203 -0.73992 6.12389
H -1.95913 0.79723 5.47765
*
```

Atom-resolved charges from Löwdin, all expressed in e: -0.0409 -0.0449 -0.4991 0.1264 0.0185 -0.4120 0.0456 -0.0913 -0.1016 -0.6075 -0.0119 -0.0185 -0.0139 -0.4294 0.1296 0.0984 -0.1427 -0.2253 -0.0551 -0.0720 0.0634 -0.3605 -0.0807 -0.1404 -0.1603 -0.0859 -0.1699 -0.1020 -0.1819 0.0545 -0.2058 -0.1985 0.0707 -0.1370 -0.1138 0.0434 -0.1566 0.0396 0.0924 0.0956 0.1012 0.1434 0.1392 0.1089 0.1302 0.1190 0.1145 0.1320 0.0905 0.0886 0.0693 0.0856 0.0820 0.0909 0.0629 0.1621 0.0987 0.0971 0.0938 0.1209 0.1204 0.1181 0.1094 0.1038 0.1175 0.1179 0.1185 0.1228 0.1114 0.1246 0.1327 0.1181 0.1539 0.1409 0.1407



# C6H12N2O4

One molecule with the formula C6H12N2O4 (the ωB97M-V functional and the def2-TZVPD basis, OMol25).

Results
**E**: -17584.9648 eV
**Orbital gap**: 9.65 eV
**HOMO energy**: -9.31 eV
**SMILES**: C[C@@H](O)[C@H](NC(=O)CN)C(=O)O

Structure (ORCA input):
```
! wB97M-V def2-TZVPD RIJCOSX def2/J DEFGRID3
* xyz 0 1
C 2.62523 1.54999 -0.02918
C 1.22859 1.14954 0.33806
O 0.51364 2.09311 -0.40513
C 0.93370 -0.15662 -0.34221
N -0.39447 -0.64184 0.10299
C -1.56982 -0.12241 -0.07714
O -1.84360 0.95584 -0.54344
C -2.64660 -1.08002 0.14059
N -3.96561 -0.32766 0.27172
C 1.74047 -1.49844 -0.30733
O 1.53004 -2.35781 -1.08848
O 2.71970 -1.66553 0.70647
H 2.95467 1.42300 -1.04050
H 2.51074 2.70499 0.10836
H 3.37859 1.20967 0.71053
H 0.99258 1.08784 1.47125
H -0.40373 1.92819 -0.49253
H 0.78757 0.21184 -1.43479
H -0.42554 -1.65282 0.21435
H -2.36663 -2.06225 -0.55956
H -2.46241 -1.74976 0.98214
H -3.79504 0.64957 -0.09597
H -4.80826 -0.76684 -0.05400
H 2.76618 -0.88159 1.42380
*
```

Atom-resolved charges from Löwdin, all expressed in e: -0.0514 -0.4406 -0.0286 -0.1557 0.1119 -0.5509 0.0739 -0.1818 0.0214 -0.4275 0.1565 0.0423 0.0857 0.1283 0.0818 0.1846 0.0239 0.2036 0.1394 0.1768 0.0990 0.0837 0.0522 0.1715



# C9H15N6ORh

C9H15N6ORh as an isolated structure (the ωB97M-V functional and the def2-TZVPD basis, OMol25).

Results
**E**: -23551.4247 eV
**Orbital gap**: 7.54 eV
**HOMO energy**: -16.87 eV

Structure (ORCA input):
```
! wB97M-V def2-TZVPD RIJCOSX def2/J DEFGRID3
* xyz 2 1
Rh -0.55924 0.16210 -0.30802
C 1.33915 -1.91007 0.64015
C 0.51264 -1.39757 1.79878
N 0.17705 0.03896 1.55993
C 1.25258 1.06636 1.73809
C 2.05414 1.21167 0.45707
N 1.11252 1.20410 -0.70909
C 1.64250 0.54573 -1.93967
C 1.79734 -0.94522 -1.65437
N 0.75426 -1.37386 -0.64676
H 1.32854 -2.99955 0.62716
H 2.38008 -1.60532 0.69970
H 1.01520 -1.53466 2.75790
H -0.44063 -1.92591 1.85022
H -0.58009 0.27507 2.20329
H 1.88860 0.81321 2.58762
H 0.74790 2.00371 1.97298
H 2.77484 0.41098 0.31926
H 2.61784 2.14475 0.46828
H 0.83875 2.15840 -0.94213
H 2.57731 1.00189 -2.27112
H 0.90070 0.71283 -2.72110
H 2.77744 -1.20758 -1.26289
H 1.66585 -1.50361 -2.57936
H 0.19561 -2.11236 -1.06973
O -2.26236 0.62066 -0.84938
N -3.41926 0.88872 -1.51793
C -4.42111 0.74146 -0.71973
C -5.74202 0.92701 -1.23807
N -6.80241 1.06842 -1.65309
C -4.20640 0.37771 0.65825
N -3.91729 0.14197 1.74375
*
```

Atom-resolved charges from Löwdin, all expressed in e: 1.2642 -0.1187 -0.1242 -0.1471 -0.1072 -0.1150 -0.1364 -0.1269 -0.1128 -0.1157 0.1510 0.1198 0.1512 0.1399 0.1496 0.1506 0.1432 0.1161 0.1540 0.1613 0.1523 0.1357 0.1287 0.1459 0.1510 -0.3856 0.1049 -0.2458 -0.1166 0.2533 -0.1362 0.2152



# C6H6

One molecule with the formula C6H6 (the ωB97M-V functional and the def2-TZVPD basis, OMol25).

Results
**E**: -6310.6741 eV
**Orbital gap (spin up / spin down)**: 9.34 / 6.98 eV
**Expectation value of S²**: 2.03
**HOMO energy (spin up / spin down)**: -8.64 / -9.72 eV

Structure (ORCA input):
```
! wB97M-V def2-TZVPD RIJCOSX def2/J DEFGRID3
* xyz 0 3
C -2.70135 -1.00352 -0.88432
C -1.65802 -0.55882 -0.51137
C 0.64241 -0.37347 0.28010
C -0.42603 0.19636 -0.07957
C 1.67294 -1.35653 0.48893
C -0.72626 1.63969 -0.26819
H 2.12494 -1.09810 1.48245
H 2.45620 -1.20161 -0.15707
H 1.09854 -2.34612 0.55596
H -1.16410 1.81551 -1.18709
H 0.13434 2.29530 -0.17401
H -1.45361 1.99129 0.45417
*
```

Atom-resolved charges from Löwdin, all expressed in e: 0.0258 -0.1231 0.0286 -0.3157 -0.0640 -0.0654 0.1040 0.0527 0.1251 0.0577 0.0833 0.0910



# C24H54B2ClN11O25

A 12-piece molecular cluster, C24H54B2ClN11O25 overall (the ωB97M-V functional and the def2-TZVPD basis, OMol25).

Results
**E**: -107183.0723 eV
**Orbital gap**: 7.24 eV
**HOMO energy**: -8.17 eV
**SMILES**: CCOB(O)B(Cl)COc1cc(C)ccc1C(C)C.C[N+](=O)[O-].C[N+](=O)[O-].C[N+](=O)[O-].C[N+](=O)[O-].C[N+](=O)[O-].C[N+](=O)[O-].C[N+](=O)[O-].C[N+](=O)[O-].C[N+](=O)[O-].C[N+](=O)[O-].C[N+](=O)[O-]

Structure (ORCA input):
```
! wB97M-V def2-TZVPD RIJCOSX def2/J DEFGRID3
* xyz 0 1
C -4.24531 1.57246 0.60788
C -5.79249 1.08510 0.47230
O -6.19933 1.10231 -0.92036
B -6.92975 -0.07510 -1.29538
O -8.34862 0.00213 -1.65333
B -6.25619 -1.61597 -1.41649
Cl -7.23485 -3.08438 -0.86892
C -4.72629 -1.83412 -1.98893
O -3.76746 -1.16470 -1.11225
C -3.00957 -2.08922 -0.33514
C -3.71651 -2.82180 0.84093
C -2.90826 -3.83302 1.73025
C -3.72111 -4.51378 2.94432
C -1.39631 -4.14395 1.43320
C -0.67900 -3.41791 0.26720
C -1.48733 -2.39615 -0.58155
C -0.78289 -1.57649 -1.77893
C 0.81058 -1.86399 -1.87897
C -0.91947 0.00134 -1.36539
H -3.95952 2.07659 -0.37962
H -3.52366 0.70641 0.80768
H -4.16341 2.32878 1.47931
H -6.42702 1.83095 1.06625
H -5.89467 0.07298 0.99365
H -8.49628 -0.48481 -2.50147
H -4.61393 -1.35989 -3.02613
H -4.57476 -2.96968 -2.06416
H -4.82111 -2.59123 1.01595
H -3.02322 -4.60109 3.84319
H -4.12297 -5.51847 2.56101
H -4.57894 -3.79759 3.21939
H -0.88104 -4.92037 2.10993
H 0.41556 -3.66668 0.07930
H -1.29652 -1.79226 -2.79246
H 1.30027 -1.08353 -2.59285
H 1.24705 -1.64035 -0.82989
H 1.04375 -2.93485 -2.22232
H -1.06004 0.00788 -0.21890
H 0.06205 0.53533 -1.60367
H -1.80252 0.50728 -1.87290
C -1.01424 4.74676 -2.65166
N -1.21102 3.32264 -2.28128
O -1.28664 3.05986 -1.08723
O -1.28085 2.51892 -3.19997
H -0.96855 5.34239 -1.74157
H -0.07807 4.81347 -3.20455
H -1.86080 5.04909 -3.26759
C 2.29035 3.41680 -1.33062
N 2.77904 4.24862 -2.46164
O 3.98225 4.26895 -2.66506
O 1.93672 4.85211 -3.10721
H 3.14359 2.94115 -0.85073
H 1.77588 4.07849 -0.63435
H 1.61185 2.66866 -1.74067
C -9.77299 -4.76222 0.61947
N -10.21307 -5.26846 1.94549
O -9.91673 -6.41801 2.23485
O -10.83957 -4.49648 2.64925
H -9.22938 -5.55227 0.10444
H -10.66613 -4.48198 0.06224
H -9.12924 -3.90173 0.79349
C 6.33930 3.92546 0.34433
N 5.17989 4.61713 0.96731
O 5.15992 5.83615 0.92194
O 4.32574 3.90871 1.48080
H 7.01266 4.67297 -0.07074
H 6.83580 3.34848 1.12386
H 5.95100 3.28017 -0.43782
C -7.43025 -7.80442 3.47675
N -6.05998 -7.51252 2.98144
O -5.18071 -8.31540 3.25352
O -5.91204 -6.48720 2.33589
H -7.41066 -8.74136 4.03046
H -7.72868 -6.98017 4.12327
H -8.08337 -7.88239 2.60923
C 4.10012 1.22194 3.72332
N 5.54630 0.88975 3.80518
O 6.00216 0.63604 4.90791
O 6.17325 0.89563 2.75772
H 3.67218 1.17843 4.72317
H 4.01707 2.22732 3.31131
H 3.63037 0.48684 3.07078
C 6.61912 6.62213 -3.42447
N 7.88874 6.18749 -2.78559
O 8.73468 5.67620 -3.50444
O 7.99435 6.37310 -1.58408
H 6.66640 6.39573 -4.48823
H 5.80638 6.07319 -2.94915
H 6.52028 7.69544 -3.26074
C 8.61164 2.33524 -3.42598
N 8.20267 1.82097 -2.09379
O 8.51847 0.67834 -1.81015
O 7.57562 2.58913 -1.37723
H 9.15749 1.55479 -3.95289
H 7.70473 2.60393 -3.96675
H 9.24609 3.20557 -3.26006
C -3.14478 -9.29233 5.99384
N -3.55355 -9.81323 7.32438
O -3.21981 -10.95215 7.60773
O -4.19547 -9.05936 8.03744
H -2.58418 -10.06507 5.47120
H -4.05223 -9.03816 5.44713
H -2.52439 -8.41273 6.16175
C 4.75916 -1.26078 -3.00298
N 3.98266 -0.22789 -3.73726
O 4.24783 -0.05855 -4.91519
O 3.13282 0.37675 -3.10254
H 5.47385 -1.71457 -3.68702
H 5.27366 -0.76313 -2.18141
H 4.05166 -2.00346 -2.63506
C 6.94663 9.67520 0.23270
N 6.57186 9.99103 -1.17008
O 6.60510 11.16057 -1.51066
O 6.25706 9.04875 -1.88035
H 7.20166 10.60133 0.74441
H 6.08742 9.19805 0.70286
H 7.80364 9.00311 0.20012
*
```

Results of the Löwdin charge analysis, in e, for atoms 1 through 99: -0.0643 -0.2175 -0.0029 -0.4554 0.0629 -0.4700 0.6573 -0.1587 -0.1538 -0.1656 0.0518 -0.1854 -0.0967 -0.0347 -0.0222 -0.0786 -0.3202 -0.1252 -0.0917 0.0804 0.0664 0.0834 0.1289 0.1220 0.1004 0.1359 0.1242 0.0909 0.0770 0.0529 0.0819 0.0947 0.0859 0.1419 0.0624 0.0911 0.0807 0.0956 0.0589 0.0623 0.0372 -0.4230 0.0397 0.0564 0.1001 0.0637 0.1040 0.0568 -0.4063 0.0610 0.0478 0.0860 0.1102 0.0876 0.0156 -0.4323 0.0394 0.0744 0.0939 0.1061 0.0469 0.0222 -0.4234 0.0641 0.0287 0.0762 0.1056 0.0750 0.0440 -0.4197 0.0564 0.0395 0.0987 0.1061 0.0835 0.0422 -0.4444 0.0644 0.0499 0.0955 0.0773 0.1024 0.0492 -0.4164 0.0444 0.0481 0.1000 0.0863 0.0634 0.0515 -0.4091 0.0803 0.0180 0.0974 0.1057 0.0889 0.0410 -0.4492 0.0612



# C20H31AsF17NO4P

C20H31AsF17NO4P as an isolated structure (the ωB97M-V functional and the def2-TZVPD basis, OMol25).

Results
**E**: -147231.0782 eV
**Orbital gap**: 4.60 eV
**HOMO energy**: -3.61 eV

Structure (ORCA input):
```
! wB97M-V def2-TZVPD RIJCOSX def2/J DEFGRID3
* xyz -1 1
C -0.20192 -3.18473 2.01396
C 1.42698 -3.03154 2.11303
C 2.08499 -1.92217 1.10021
C 1.31767 -1.77585 -0.35058
C 1.91131 -0.36416 -1.02372
As 0.85094 1.28537 -0.39111
C -0.19053 2.78006 0.44544
C -1.81234 2.64837 0.49636
C -2.39633 1.43083 1.44969
F -2.26899 0.07557 0.86776
F -1.47186 1.42070 2.64894
C -3.88749 1.68223 2.06230
F -3.77867 2.93983 2.89850
F -4.14998 0.61215 3.09783
C -5.10339 1.93868 1.02796
F -6.33775 2.14817 1.87794
F -4.89583 3.29747 0.39458
C -5.31020 0.90333 -0.20635
F -6.46557 1.47026 -1.00541
F -4.14797 0.99292 -1.16803
C -5.75532 -0.62353 0.16134
F -4.80947 -1.36085 1.04954
F -7.03216 -0.53871 0.96908
C -6.13076 -1.58336 -1.11533
F -7.62286 -1.83138 -1.10223
F -5.84952 -1.00547 -2.45024
C -5.45076 -3.07770 -1.10024
F -6.06597 -3.79861 -2.27986
F -5.86412 -3.91635 0.08676
C -3.83186 -3.10733 -1.38430
F -3.19514 -3.79390 -0.19800
F -3.44791 -3.96297 -2.56580
F -3.18775 -1.77694 -1.47008
O 2.37092 1.66892 0.66159
C 3.03704 2.89240 0.21915
C 4.19732 2.71913 -0.91935
N 4.97367 1.43274 -0.89226
C 6.06924 1.39733 0.14539
C 6.23288 -0.21306 0.56806
C 6.42778 -1.20953 -0.71720
O 7.34549 -0.45977 1.49773
P -0.75177 0.77276 -1.93397
O -0.48737 -0.71743 -2.77428
O -0.80406 2.10833 -3.07056
H -0.54814 -3.81112 2.96933
H -0.77732 -2.16549 2.06833
H -0.46975 -3.85063 1.08653
H 1.98210 -4.07933 2.02117
H 1.66785 -2.65740 3.22048
H 2.18811 -0.88679 1.68157
H 3.20060 -2.27329 0.89267
H 0.15918 -1.62871 -0.27825
H 1.62904 -2.71047 -0.99789
H 3.02168 -0.29795 -0.58972
H 2.02696 -0.41754 -2.18400
H 0.25843 0.33266 0.71052
H 1.51413 2.20348 -1.48209
H 0.07979 3.77976 -0.14881
H 0.24362 2.95941 1.53969
H -2.18572 3.64911 1.03701
H -2.35342 2.70884 -0.56676
H 2.33055 3.75556 -0.14916
H 3.58921 3.33388 1.18248
H 4.94609 3.63818 -0.77801
H 3.67238 2.93088 -1.97059
H 5.34604 1.30054 -1.87366
H 7.08388 1.66191 -0.42502
H 5.90851 2.09709 1.07008
H 5.20758 -0.49654 1.07567
H 6.19435 -0.73739 -1.76156
H 5.70654 -2.13960 -0.60019
H 7.53061 -1.65563 -0.78010
H 7.54763 -1.45555 1.39058
H -0.44842 -0.61250 -3.76985
H -1.79268 2.16236 -3.32468
*
```

Atom-resolved charges from Löwdin, all expressed in e: -0.1622 -0.2758 -0.2410 -0.2703 -0.3821 0.6768 -0.3643 -0.1821 -0.2060 -0.0416 -0.0263 -0.1004 0.0065 0.0138 -0.0805 0.0241 0.0228 -0.0704 0.0226 0.0107 -0.0686 0.0481 0.0253 -0.0917 0.0210 0.0512 -0.0653 0.0108 0.0333 -0.1156 0.0175 0.0336 0.0464 -0.4737 -0.3315 -0.2426 -0.1195 -0.1585 -0.3600 -0.0869 -0.1367 0.7245 -0.4139 -0.4224 0.0722 0.0751 0.0694 0.1007 0.1007 0.1110 0.0966 0.0650 0.1080 0.0494 0.0546 0.0118 -0.0081 0.0862 0.1004 0.1283 0.1023 0.0903 0.1113 0.1102 0.1141 0.1066 0.1265 0.1336 0.1373 0.0707 0.0836 0.0847 0.1037 0.0597 0.0453



# C6H8

One molecule with the formula C6H8 (the ωB97M-V functional and the def2-TZVPD basis, OMol25).

Results
**E**: -6345.7899 eV
**Orbital gap**: 9.53 eV
**HOMO energy**: -8.45 eV

Structure (ORCA input):
```
! wB97M-V def2-TZVPD RIJCOSX def2/J DEFGRID3
* xyz 0 1
C 0.77143 -0.74377 -1.09973
C -0.31605 -1.29797 -0.31771
C 0.54965 0.37461 1.31590
C -0.99605 1.25486 -0.19737
C 0.55218 1.06053 -0.04554
C -0.63468 -0.06472 0.49857
H 1.75369 -0.70674 -0.75024
H 0.73035 -0.36199 -2.09409
H -1.31235 -1.52237 -0.82646
H -0.02430 -2.03801 0.45494
H 1.38554 -0.39751 1.65274
H 0.41484 1.18031 2.03673
H -1.43021 2.04042 0.50780
H -1.44404 1.22236 -1.13553
*
```

Atom-resolved charges from Löwdin, all expressed in e: -0.0191 -0.2391 -0.1470 -0.0812 -0.0486 -0.2799 0.0497 0.0726 0.1358 0.1164 0.1532 0.0917 0.1227 0.0726



Question: Look up the E of the third one.
Answer: -23551.4247 eV